27
Properties=species:S:1:pos:R:3:forces:R:3:nbo_charge:R:1 method="wB97M-V/def2-TZVPD" charge=-1 e_lumo_ev=2.9 gap_ev=7.76
F -2.4211 4.2173 0.0635 0.007 -0.010 -0.009 -0.581
B -1.0624 3.9592 -0.4005 -0.050 0.024 -0.002 0.306
C -0.7168 2.3714 -0.1585 0.132 -0.262 -0.282 -0.721
C -1.5036 1.5264 -1.1490 0.051 0.398 -0.052 -0.061
O -1.7606 0.1434 -0.7666 0.170 -0.201 0.178 -0.541
C -0.6020 -0.5646 -0.4721 -0.133 -0.120 -0.186 -0.136
C -0.7894 -1.3741 0.8090 -0.011 -0.008 -0.131 0.624
F -1.6200 -2.4346 0.5789 0.066 0.089 0.027 -0.332
F -1.3562 -0.6352 1.7816 0.018 0.042 0.058 -0.306
C 0.5104 -1.9553 1.4400 0.034 -0.090 -0.104 0.575
F 0.1561 -2.7474 2.4688 -0.048 0.001 0.022 -0.302
F 1.2491 -0.9321 1.9423 -0.019 -0.012 -0.060 -0.317
C 1.4540 -2.7769 0.5088 0.028 -0.122 0.001 0.571
F 0.7245 -3.4746 -0.3950 0.101 0.201 0.177 -0.308
F 2.1246 -3.6731 1.2684 -0.093 0.095 -0.149 -0.305
C 2.4971 -1.8944 -0.2401 0.013 -0.130 -0.109 0.511
F 2.8276 -2.5036 -1.4092 -0.044 0.079 0.226 -0.326
F 3.6162 -1.8025 0.5122 -0.126 0.033 -0.048 -0.319
H -1.0046 4.1965 -1.6180 0.042 0.010 -0.018 -0.156
H -0.2587 4.6767 0.1992 -0.011 -0.007 0.044 -0.143
H 0.3668 2.2436 -0.3243 -0.108 -0.039 0.111 0.174
H -0.9424 2.0447 0.8657 -0.060 0.150 -0.038 0.201
H -2.4982 1.9532 -1.3070 0.098 -0.180 0.130 0.201
H -0.9897 1.5189 -2.1222 -0.096 0.009 0.057 0.150
H 0.2543 0.1081 -0.3602 -0.042 -0.006 0.168 0.200
H -0.3826 -1.2988 -1.2653 0.081 0.073 0.044 0.179
H 2.1277 -0.8921 -0.4503 0.001 -0.016 -0.056 0.160

---

17
Properties=species:S:1:pos:R:3:forces:R:3:nbo_charge:R:1 method="wB97M-V/def2-TZVPD" charge=+1 s_squared=0.754 e_lumo_ev="-7.1 / -7.1" gap_ev="7.30 / 7.49" spin_multiplicity=2 de_lowest_ev=1.235
C -0.4195 0.0716 -1.7484 0.905 0.290 0.311 -0.271
C -0.1052 -0.8857 -0.5218 0.584 -0.491 -0.480 -0.563
C 0.1420 -0.1373 0.6841 -0.766 -0.264 -0.315 0.531
C -0.9188 0.6546 1.2742 -0.655 -0.077 0.159 -0.762
C 1.4495 -0.1726 1.3141 0.919 0.337 0.760 -0.047
N 2.3593 -0.9067 0.8158 -0.181 0.154 -0.322 -0.386
N -1.7807 0.4097 -1.7734 -0.282 0.170 0.185 -0.392
H -0.0808 -0.5056 -2.6144 -0.378 -0.225 -0.220 0.275
H 0.2921 0.9140 -1.7651 -0.266 0.078 0.150 0.212
H 0.7484 -1.5200 -0.7401 0.052 0.035 -0.144 0.274
H -1.0000 -1.5042 -0.4588 -0.229 0.084 0.288 0.309
H -1.8913 0.3900 0.8734 -0.059 -0.022 -0.107 0.283
H -0.7816 1.7228 1.0659 0.318 0.123 0.014 0.316
H 1.6196 0.4348 2.2136 -0.264 -0.013 -0.258 0.209
H 3.2463 -0.8016 1.3124 -0.035 -0.158 0.087 0.380
H -0.9380 0.5622 2.3621 0.230 0.086 0.112 0.292
H -1.9414 1.2740 -2.2935 0.110 -0.107 -0.220 0.338

---

So what do the calculations give for electronic energy? Going down the list: -1271.09918, -305.62404 a.u..